{
  "formula": "C19H38NO",
  "method": "the ωB97M-V functional and the def2-TZVPD basis",
  "species": ["C", "C", "C", "C", "C", "C", "C", "C", "C", "C", "C", "C", "C", "C", "N", "C", "H", "H", "H", "H", "H", "H", "H", "H", "H", "H", "H", "H", "H", "H", "H", "H", "H", "H", "H", "H", "H", "H", "H", "H", "H", "H", "H", "H", "H", "H", "C", "C", "C", "O", "C", "H", "H", "H", "H", "H", "H", "H", "H"],
  "xyz": [[3.5967, -1.3772, -0.0857], [3.4821, -0.6095, -1.4537], [2.6827, -1.2309, -2.6789], [4.0317, 0.6769, -1.6845], [2.9817, 1.8116, -2.0507], [2.9238, 2.8869, -0.8967], [1.4500, 3.0889, -0.3106], [0.5197, 3.4087, -1.5506], [1.0754, 1.7847, 0.4937], [-0.4587, 1.5966, 0.8126], [-1.2979, 0.9262, -0.3501], [-2.0132, -0.4330, 0.0385], [-3.4948, -0.6364, -0.5068], [-3.9615, 0.3043, -1.6868], [-3.0353, 1.4271, -2.0145], [-2.4359, 1.9586, -0.7540], [3.4245, -0.6172, 0.7253], [4.5632, -1.9249, 0.0447], [2.7077, -2.0719, -0.0456], [1.6176, -0.8423, -2.5906], [2.6582, -2.3453, -2.6414], [3.0644, -0.8203, -3.6459], [5.1300, 0.8861, -1.6335], [3.3327, 2.2954, -3.0101], [2.0088, 1.3133, -2.2832], [3.1907, 3.8813, -1.3592], [3.6553, 2.6383, -0.0790], [1.5003, 3.9924, 0.3473], [0.0784, 2.5139, -2.0527], [1.1770, 3.9020, -2.3258], [-0.2550, 4.1900, -1.2958], [1.4951, 0.8498, 0.0270], [1.5911, 1.8761, 1.4953], [-0.9718, 2.5437, 1.1448], [-0.5209, 0.9016, 1.6995], [-0.6114, 0.6900, -1.2189], [-2.0834, -0.4493, 1.1632], [-1.3973, -1.3294, -0.2293], [-3.5812, -1.7146, -0.8207], [-4.2067, -0.5179, 0.3490], [-4.9354, 0.7737, -1.3658], [-4.2222, -0.3143, -2.5878], [-3.5513, 2.1889, -2.4792], [-2.3181, 1.1229, -2.6892], [-3.1757, 1.9829, 0.0969], [-2.0550, 3.0085, -0.8445], [-1.3645, -4.4031, 3.4142], [-0.7008, -3.3713, 4.3055], [-0.1377, -2.3938, 3.2905], [-1.0154, -2.4260, 2.1539], [-1.9067, -3.5435, 2.2875], [-2.1388, -4.9838, 3.9154], [-0.6132, -5.0973, 3.0267], [-1.4547, -2.8755, 4.9241], [0.0618, -3.7852, 4.9649], [0.8589, -2.6987, 2.9548], [-0.0773, -1.3744, 3.6777], [-2.9019, -3.1533, 2.5298], [-1.9653, -4.0813, 1.3389]],
  "forces_ev_per_a": [[-0.115, 0.240, -1.134], [1.072, 1.058, -0.748], [-1.403, 1.503, 1.482], [-1.751, -1.458, 0.263], [1.949, -0.696, -1.651], [-0.628, 0.448, -0.197], [0.878, -1.011, -1.001], [0.580, 0.985, -0.062], [-0.326, 0.808, 0.886], [0.130, -1.024, 0.322], [-0.543, 0.328, -0.020], [-0.098, 0.107, 0.799], [0.485, -0.281, 0.124], [-2.056, -1.417, 0.486], [-0.624, 0.667, -0.225], [1.792, -0.313, 1.402], [0.516, -0.857, -0.720], [-0.857, 0.304, 0.129], [1.112, 0.386, -0.024], [0.716, -0.804, -0.312], [0.163, 0.923, -0.037], [-0.131, -0.675, 0.932], [-1.207, 0.345, 1.388], [-0.633, -0.118, 0.907], [0.702, 0.511, 0.427], [0.056, -0.994, 0.662], [-0.701, 0.256, -0.777], [-0.286, -0.851, -0.356], [0.265, 0.728, 0.560], [-0.795, -0.463, 0.691], [0.541, -1.033, -0.236], [-0.504, 0.934, 0.177], [-0.415, -0.158, -1.018], [0.718, -0.703, -0.375], [0.029, 0.683, -0.830], [-0.754, 0.614, 0.688], [0.103, -0.137, -1.190], [-0.398, 0.994, 0.199], [-0.050, 1.210, 0.127], [0.592, 0.036, -0.845], [1.093, -0.267, -0.427], [0.637, 0.885, 0.600], [0.050, -0.484, 0.044], [0.009, 0.164, 0.539], [0.327, -0.218, -1.225], [-0.287, -1.112, -0.482], [0.120, -0.323, -0.115], [-0.137, 0.181, 0.287], [0.280, 0.024, -0.134], [0.011, -0.170, 0.216], [-0.217, 0.151, -0.074], [0.022, 0.041, -0.038], [-0.073, 0.007, 0.009], [0.068, -0.017, 0.005], [-0.021, 0.031, -0.051], [0.024, 0.028, 0.077], [-0.036, 0.005, -0.102], [-0.042, -0.091, 0.002], [0.047, 0.091, -0.021]],
  "mulliken_charge": [-1.067, 0.602, -1.011, -0.899, -0.028, -1.159, 0.474, -1.203, -0.305, -1.318, 1.354, -0.668, -0.654, -0.712, 0.110, -1.326, 0.272, 0.386, 0.272, 0.070, 0.396, 0.309, 0.384, 0.408, -0.015, 0.390, 0.504, 0.402, 0.101, 0.505, 0.214, -0.298, 0.416, 0.468, 0.348, 0.032, 0.089, 0.224, 0.348, 0.357, 0.284, 0.383, 0.398, 0.410, 0.320, 0.438, -0.620, -0.588, -0.431, -0.244, -0.504, 0.335, 0.274, 0.267, 0.363, 0.259, 0.268, 0.310, 0.306],
  "charge": 1,
  "e_above_lowest_kcal_mol": 65.0,
  "orbital_gap_ev": 6.38,
  "e_homo_ha": -0.345,
  "total_energy_ev": -23846.5394
}